DFT (wB97M-V/def2-TZVPD) results for one molecule with the formula C4H10O2.

Bonds (Å) are listed after each position.
Cartesian coordinates (Å):
1 C 0.5020 1.5817 0.0021  C2 1.524, H7 1.095, H8 1.094, H9 1.097
2 C 0.0661 0.1456 0.2646  C1 1.524, C3 1.532, O4 1.418, C5 1.536
3 C 1.2911 -0.7461 0.4891  C2 1.532, H10 1.097, H11 1.095, H12 1.095
4 O -0.7628 0.1224 1.4151  C2 1.418, H13 0.973
5 C -0.8110 -0.3360 -0.9004  C2 1.536, O6 1.428, H14 1.098, H15 1.097
6 O -1.4945 -1.5225 -0.4968  C5 1.428, H16 0.963
7 H -0.3659 2.2469 -0.0477  C1 1.095
8 H 1.1622 1.9365 0.7996  C1 1.094
9 H 1.0499 1.6458 -0.9460  C1 1.097
10 H 1.9924 -0.6875 -0.3519  C3 1.097
11 H 1.8105 -0.4118 1.3938  C3 1.095
12 H 1.0018 -1.7929 0.6287  C3 1.095
13 H -1.2610 -0.7063 1.3059  O4 0.973
14 H -1.5296 0.4607 -1.1323  C5 1.098
15 H -0.2113 -0.5415 -1.7959  C5 1.097
16 H -2.4399 -1.3950 -0.6280  O6 0.963

Summary:
Highest occupied orbital energy: -10.1 eV
LUMO level: 0.75 eV
SMILES: CC(C)(O)CO